1.
{"formula": "C27H38Br48NO4", "method": "ωB97M-V with the def2-TZVPD basis set", "fmax_ha_per_bohr": 0.092, "spin_multiplicity": 1, "charge": 1, "e_homo_ha": -0.40927, "lumo_energy_ev": -3.09, "species": ["C", "C", "O", "C", "O", "C", "C", "C", "N", "C", "C", "C", "C", "O", "C", "O", "H", "H", "H", "H", "H", "H", "H", "H", "H", "H", "H", "H", "H", "H", "H", "H", "H", "H", "H", "H", "H", "H", "C", "Br", "Br", "Br", "H", "C", "Br", "Br", "Br", "H", "C", "Br", "Br", "Br", "H", "C", "Br", "Br", "Br", "H", "C", "Br", "Br", "Br", "H", "C", "Br", "Br", "Br", "H", "C", "Br", "Br", "Br", "H", "C", "Br", "Br", "Br", "H", "C", "Br", "Br", "Br", "H", "C", "Br", "Br", "Br", "H", "C", "Br", "Br", "Br", "H", "C", "Br", "Br", "Br", "H", "C", "Br", "Br", "Br", "H", "C", "Br", "Br", "Br", "H", "C", "Br", "Br", "Br", "H", "C", "Br", "Br", "Br", "H"], "xyz": [[-2.999, 1.232, 1.828], [-1.466, 0.957, 1.439], [-1.252, -0.196, 0.590], [-0.937, -1.339, 1.336], [-0.196, -1.389, 2.341], [-1.533, -2.751, 0.831], [-3.126, -2.845, 0.945], [-3.717, -2.465, 2.384], [-3.405, -3.480, 3.464], [-2.058, -3.180, 4.117], [-2.036, -3.522, 5.701], [-0.635, -4.206, 6.121], [0.371, -3.185, 6.824], [-0.202, -2.752, 8.120], [0.136, -1.361, 8.177], [1.289, -1.006, 8.465], [-3.696, 0.342, 1.677], [-3.382, 2.047, 1.109], [-3.104, 1.705, 2.874], [-1.124, 1.875, 0.828], [-0.850, 0.974, 2.400], [-1.199, -2.943, -0.247], [-1.068, -3.581, 1.468], [-3.399, -3.952, 0.767], [-3.612, -2.273, 0.083], [-3.416, -1.413, 2.689], [-4.864, -2.452, 2.260], [-4.118, -3.369, 4.206], [-3.470, -4.455, 3.128], [-1.902, -2.042, 4.056], [-1.233, -3.769, 3.605], [-2.891, -4.245, 5.915], [-2.222, -2.544, 6.260], [-0.871, -5.068, 6.839], [-0.158, -4.703, 5.201], [0.545, -2.248, 6.185], [1.359, -3.729, 7.054], [-0.691, -0.609, 7.919], [2.194, 2.233, 0.472], [3.046, 2.358, 2.210], [1.075, 3.774, 0.103], [3.487, 1.937, -0.942], [1.541, 1.362, 0.497], [-3.222, -3.492, 10.175], [-2.764, -4.992, 9.036], [-4.943, -2.731, 9.703], [-3.138, -3.969, 12.051], [-2.473, -2.713, 10.011], [0.919, 2.601, -3.985], [-0.504, 1.741, -2.986], [2.219, 1.326, -4.655], [0.223, 3.727, -5.401], [1.444, 3.254, -3.288], [-0.545, 3.149, 5.249], [-0.701, 1.331, 4.592], [1.176, 3.923, 4.811], [-2.018, 4.257, 4.645], [-0.604, 3.103, 6.335], [-2.336, -6.406, -2.515], [-3.656, -6.566, -1.102], [-3.009, -5.381, -4.016], [-0.650, -5.703, -1.861], [-2.140, -7.413, -2.879], [4.915, 4.293, -3.945], [4.505, 4.495, -5.830], [6.789, 3.892, -3.653], [4.336, 5.830, -2.914], [4.346, 3.437, -3.586], [-0.769, -0.216, 12.383], [-1.020, 1.674, 12.036], [-0.745, -1.253, 10.741], [0.803, -0.551, 13.465], [-1.630, -0.552, 12.959], [0.528, -3.997, -5.589], [1.448, -2.432, -4.899], [0.282, -3.886, -7.508], [1.412, -5.648, -5.075], [-0.464, -4.012, -5.142], [3.342, -5.865, -8.836], [4.270, -4.311, -8.140], [3.089, -5.756, -10.755], [4.213, -7.518, -8.316], [2.350, -5.872, -8.384], [-1.101, -6.871, -10.221], [-0.259, -8.019, -8.903], [-1.307, -7.766, -11.929], [-2.784, -6.148, -9.580], [-0.432, -6.027, -10.382], [-1.381, 1.112, -8.295], [-0.531, -0.017, -6.967], [-1.592, 0.192, -9.989], [-3.060, 1.840, -7.655], [-0.714, 1.955, -8.470], [4.625, 10.102, -3.426], [4.347, 9.397, -5.211], [3.273, 9.477, -2.185], [6.417, 9.739, -2.780], [4.523, 11.184, -3.491], [-3.972, 5.796, 0.676], [-5.399, 4.947, 1.679], [-2.689, 4.501, 0.015], [-4.660, 6.918, -0.747], [-3.441, 6.447, 1.367], [8.482, 12.663, -0.988], [7.169, 12.572, 0.436], [7.819, 13.658, -2.515], [10.181, 13.354, -0.360], [8.658, 11.643, -1.325], [-1.307, -0.544, -14.221], [-1.587, -1.261, -16.000], [-2.655, -1.166, -12.973], [0.487, -0.895, -13.575], [-1.414, 0.537, -14.292], [2.872, 1.245, 5.535], [4.104, 2.711, 5.228], [3.699, -0.476, 5.193], [2.080, 1.321, 7.304], [2.060, 1.356, 4.818]], "forces_ev_per_angstrom": [[-0.2, 0.8, -0.9], [-0.1, 2.6, 0.6], [-0.1, -2.1, 2.2], [1.4, -1.4, 1.1], [-2.3, 1.1, -2.7], [0.0, 0.5, -0.3], [0.5, -0.9, 0.0], [-1.7, 0.8, -2.3], [0.3, 1.0, 0.5], [1.3, 0.5, 1.8], [0.1, -0.3, -0.8], [-0.5, 0.0, 0.3], [0.1, -1.1, -0.4], [0.3, 2.1, -1.5], [3.5, 0.5, 0.8], [-4.3, -1.8, -0.9], [1.0, 1.1, 0.4], [0.4, -1.4, 1.1], [0.3, -1.0, -1.5], [-0.4, -1.6, 0.8], [-0.7, -0.6, -2.2], [-0.6, 0.3, 1.4], [-0.4, 1.5, -0.9], [0.4, 1.6, 0.1], [0.5, -0.5, 1.6], [-0.2, -1.6, 0.0], [1.8, -0.1, 0.3], [0.4, -0.2, -0.4], [0.1, 0.6, 0.0], [-0.1, -2.0, -0.5], [-1.2, 1.0, 0.4], [1.0, 0.9, 0.0], [0.2, -1.5, -0.5], [0.5, 1.4, -0.9], [-0.5, 0.9, 1.3], [-0.1, -1.5, 0.6], [-1.4, 1.1, -0.5], [0.9, -1.2, 0.3], [0.0, -0.1, 0.0], [-0.1, 0.0, -0.7], [0.2, -0.2, 0.1], [-0.2, 0.1, 0.2], [0.1, 0.2, -0.1], [0.0, 0.1, 0.1], [-0.2, 0.1, 0.3], [0.3, -0.1, 0.1], [0.0, 0.1, -0.5], [-0.4, -0.5, 0.0], [0.1, 0.1, 0.0], [0.2, 0.0, -0.2], [-0.2, 0.2, 0.1], [0.1, -0.3, 0.3], [-0.1, -0.2, -0.1], [0.0, 0.5, 0.3], [0.2, 0.2, 0.8], [-1.1, 0.1, 0.1], [0.2, -0.3, 0.0], [0.0, -0.1, -0.3], [0.1, 0.0, -0.2], [0.2, 0.1, -0.2], [0.1, -0.2, 0.3], [-0.4, -0.1, 0.0], [-0.1, 0.2, 0.1], [0.0, -0.1, 0.0], [0.1, 0.0, 0.4], [-0.4, 0.1, -0.1], [0.1, -0.2, -0.2], [0.1, 0.2, -0.1], [-0.1, 0.1, 0.4], [0.1, -0.4, 0.0], [0.0, 0.3, 1.2], [-0.3, 0.1, -0.3], [0.2, 0.1, -0.2], [0.0, 0.0, 0.0], [-0.2, -0.3, -0.1], [0.0, 0.0, 0.3], [-0.1, 0.3, -0.2], [0.3, 0.0, -0.1], [-0.1, 0.0, 0.1], [-0.2, -0.3, -0.1], [0.0, 0.0, 0.4], [-0.2, 0.3, -0.1], [0.2, 0.0, -0.1], [0.1, 0.1, -0.1], [-0.1, 0.2, -0.2], [0.0, 0.2, 0.4], [0.3, -0.2, -0.1], [-0.1, -0.2, 0.0], [0.1, 0.1, 0.0], [-0.2, 0.2, -0.2], [0.0, 0.2, 0.4], [0.3, -0.2, -0.1], [-0.2, -0.2, 0.1], [0.0, 0.1, -0.1], [0.1, 0.1, 0.4], [0.3, 0.1, -0.2], [-0.3, 0.0, -0.1], [0.0, -0.3, 0.0], [0.0, 0.2, 0.0], [0.3, 0.1, -0.2], [-0.1, 0.3, 0.0], [0.1, -0.3, 0.3], [-0.1, -0.2, -0.2], [0.0, -0.1, 0.0], [0.2, 0.1, -0.3], [0.1, -0.1, 0.3], [-0.4, -0.1, -0.1], [-0.1, 0.3, 0.1], [0.0, 0.1, -0.1], [0.1, 0.1, 0.4], [0.2, 0.0, -0.3], [-0.4, 0.0, -0.1], [0.0, -0.3, 0.0], [0.0, 0.1, 0.1], [0.5, -0.5, 0.3], [-0.2, 0.3, 0.1], [0.5, 0.5, -0.8], [0.3, 0.0, 0.1]]}

2.
{"formula": "C27H38BrCdN4O2S2SbSi3", "method": "ωB97M-V with the def2-TZVPD basis set", "fmax_ha_per_bohr": 0.018, "relative_energy_kj_mol": 82.0, "spin_multiplicity": 1, "e_homo_ha": -0.26913, "lumo_energy_ev": -0.26, "species": ["Cd", "S", "C", "S", "C", "C", "N", "C", "N", "C", "O", "C", "C", "C", "Br", "C", "C", "C", "O", "C", "N", "C", "C", "C", "C", "C", "C", "N", "H", "H", "H", "H", "H", "H", "H", "H", "H", "H", "H", "C", "Si", "C", "C", "Sb", "Si", "C", "C", "C", "Si", "C", "C", "C", "H", "H", "H", "H", "H", "H", "H", "H", "H", "H", "H", "H", "H", "H", "H", "H", "H", "H", "H", "H", "H", "H", "H", "H", "H", "H", "H"], "xyz": [[0.524, 0.214, -0.156], [2.771, 1.237, 0.092], [2.418, 1.104, 1.788], [0.887, 0.472, 2.284], [3.361, 1.485, 2.720], [4.559, 2.114, 2.351], [5.524, 2.667, 2.054], [3.153, 1.275, 4.090], [3.001, 1.062, 5.210], [-3.252, -0.098, -0.146], [-2.224, 0.853, -0.332], [-2.589, 2.172, -0.336], [-3.898, 2.619, -0.290], [-4.149, 3.986, -0.312], [-5.960, 4.570, -0.284], [-3.135, 4.914, -0.346], [-1.807, 4.478, -0.377], [-1.528, 3.101, -0.393], [-0.277, 2.628, -0.470], [-0.689, 5.401, -0.368], [0.563, 4.994, -0.367], [1.346, 6.112, -0.310], [2.730, 6.254, -0.263], [3.230, 7.537, -0.199], [2.394, 8.657, -0.186], [1.020, 8.537, -0.235], [0.506, 7.251, -0.290], [-0.778, 6.764, -0.332], [-3.802, 0.086, 0.782], [-2.750, -1.064, -0.079], [-3.948, -0.091, -0.992], [-4.731, 1.939, -0.247], [-3.377, 5.964, -0.346], [0.357, 3.428, -0.422], [3.372, 5.389, -0.269], [4.297, 7.689, -0.148], [2.836, 9.641, -0.129], [0.373, 9.403, -0.229], [-1.619, 7.315, -0.311], [2.398, -5.448, -0.706], [2.335, -3.534, -0.683], [3.355, -2.814, 0.751], [2.862, -2.846, -2.388], [-0.054, -2.567, -0.289], [-0.765, -3.598, 2.035], [-0.524, -5.495, 1.910], [0.292, -2.848, 3.427], [-2.614, -3.149, 2.272], [-1.457, -3.702, -2.156], [-1.080, -2.714, -3.745], [-1.066, -5.533, -2.506], [-3.316, -3.547, -1.743], [3.408, -5.795, -0.898], [1.755, -5.864, -1.475], [2.081, -5.869, 0.242], [4.420, -2.980, 0.632], [3.057, -3.253, 1.699], [3.200, -1.739, 0.824], [3.896, -3.086, -2.619], [2.767, -1.762, -2.406], [2.246, -3.251, -3.187], [0.530, -5.749, 1.954], [-0.919, -5.889, 0.979], [-1.018, -6.010, 2.727], [1.353, -2.959, 3.226], [0.090, -3.310, 4.389], [0.102, -1.782, 3.527], [-3.222, -3.458, 1.426], [-2.725, -2.075, 2.391], [-3.025, -3.619, 3.160], [-0.062, -2.891, -4.078], [-1.190, -1.644, -3.587], [-1.744, -2.999, -4.554], [-0.069, -5.655, -2.914], [-1.769, -5.920, -3.237], [-1.139, -6.149, -1.617], [-3.657, -2.522, -1.839], [-3.528, -3.877, -0.731], [-3.910, -4.154, -2.419]], "forces_ev_per_angstrom": [[-0.3, 0.0, 0.1], [0.1, 0.1, -0.5], [0.2, 0.1, 0.1], [-0.2, 0.0, 0.4], [-0.6, -0.2, -0.6], [0.7, 0.4, -0.4], [0.2, 0.0, 0.0], [-0.2, -0.2, 0.8], [0.0, 0.0, 0.3], [-0.1, -0.2, 0.0], [0.3, 0.4, 0.0], [0.1, 0.2, 0.0], [0.2, -0.1, 0.0], [-0.1, 0.3, 0.0], [0.2, 0.0, 0.0], [-0.1, -0.2, 0.0], [-0.3, -0.5, 0.0], [-0.2, 0.1, -0.1], [-0.1, -0.3, 0.0], [0.4, 0.2, 0.0], [-0.5, -0.4, 0.0], [-0.1, 0.9, 0.0], [-0.2, 0.0, 0.0], [0.1, 0.0, 0.0], [-0.1, 0.1, 0.0], [-0.1, 0.1, 0.0], [0.8, -0.3, 0.0], [-0.3, -0.2, 0.0], [0.0, 0.0, 0.0], [-0.1, 0.1, 0.0], [0.1, -0.1, 0.1], [0.0, -0.1, 0.0], [0.0, 0.1, 0.0], [0.1, -0.2, 0.0], [0.1, -0.1, 0.0], [0.1, 0.0, 0.0], [0.0, 0.1, 0.0], [0.0, 0.1, 0.0], [0.1, -0.1, 0.0], [-0.2, 0.8, 0.1], [0.5, 0.0, -0.1], [-0.5, -0.2, -0.5], [-0.3, -0.1, 0.7], [0.1, -0.5, 0.0], [-0.2, -0.1, 0.4], [0.0, 0.9, -0.1], [-0.4, -0.2, -0.7], [0.8, -0.2, -0.2], [-0.4, 0.0, -0.6], [0.0, -0.2, 0.7], [0.0, 0.7, 0.4], [0.7, 0.0, 0.0], [0.3, 0.1, 0.0], [-0.1, 0.0, -0.2], [0.0, 0.0, 0.2], [0.2, -0.1, -0.1], [-0.1, -0.1, 0.1], [0.0, 0.2, 0.0], [0.2, -0.1, 0.1], [0.0, 0.1, 0.0], [-0.1, -0.1, -0.1], [0.2, 0.0, 0.0], [-0.1, -0.1, -0.2], [-0.2, 0.0, 0.2], [0.2, 0.0, -0.1], [-0.2, -0.2, 0.1], [0.0, 0.1, 0.0], [-0.1, -0.1, -0.1], [0.0, 0.2, 0.0], [0.0, -0.1, 0.2], [0.2, 0.0, 0.0], [0.0, 0.2, 0.1], [-0.2, -0.1, -0.1], [0.2, 0.0, -0.1], [-0.2, 0.0, -0.2], [0.0, -0.1, 0.2], [0.0, 0.2, 0.0], [0.0, -0.1, 0.2], [0.0, -0.2, -0.2]]}

3.
{"formula": "C27H38ClMnP2", "method": "ωB97M-V with the def2-TZVPD basis set", "fmax_ha_per_bohr": 0.044, "spin_multiplicity": 5, "charge": 2, "e_homo_ha": [-0.53355, -0.53505], "s_squared": 6.368, "lumo_energy_ev": [-9.36, -7.38], "species": ["Mn", "Cl", "P", "C", "C", "C", "C", "C", "C", "C", "C", "C", "C", "C", "C", "C", "C", "C", "C", "C", "C", "H", "H", "H", "H", "H", "H", "H", "H", "H", "H", "H", "H", "H", "H", "H", "H", "H", "C", "C", "C", "P", "C", "C", "C", "C", "C", "C", "H", "H", "H", "H", "H", "H", "H", "H", "H", "H", "H", "H", "H", "H", "H", "H", "H", "H", "H", "H", "H"], "xyz": [[-0.111, -1.142, 0.058], [0.472, -3.249, -0.639], [0.975, 0.067, -1.592], [1.626, 1.573, -0.827], [1.031, 2.831, -1.059], [1.647, 3.987, -0.555], [2.755, 3.870, 0.297], [3.264, 2.606, 0.631], [2.729, 1.463, 0.040], [2.287, -0.710, -2.585], [2.010, -1.924, -3.235], [3.006, -2.592, -3.936], [4.259, -1.997, -4.121], [4.525, -0.751, -3.531], [3.547, -0.110, -2.757], [-0.321, 0.517, -2.776], [-1.625, -0.002, -2.669], [-2.595, 0.396, -3.595], [-2.256, 1.244, -4.656], [-0.941, 1.712, -4.794], [0.028, 1.352, -3.850], [1.020, -2.366, -3.162], [2.805, -3.582, -4.344], [5.034, -2.499, -4.709], [5.507, -0.285, -3.674], [3.775, 0.863, -2.313], [0.115, 2.928, -1.659], [1.252, 4.981, -0.828], [3.207, 4.775, 0.708], [4.085, 2.511, 1.336], [3.166, 0.478, 0.221], [-1.865, -0.713, -1.867], [-3.620, 0.038, -3.483], [-3.011, 1.543, -5.384], [-0.672, 2.369, -5.627], [1.052, 1.732, -3.951], [-1.513, 5.146, -0.126], [-2.079, 4.886, -0.545], [-3.194, 1.049, 2.691], [-2.074, 0.234, 3.346], [-2.709, -0.757, 4.350], [-1.041, -0.573, 2.125], [0.644, -0.449, 2.947], [0.665, -0.727, 4.454], [1.629, -1.403, 2.269], [-2.035, -2.029, 1.398], [-2.154, -3.246, 2.322], [-3.342, -1.527, 0.778], [-4.053, 0.387, 2.523], [-2.899, 1.543, 1.754], [-3.512, 1.824, 3.400], [-1.381, 0.941, 3.840], [-3.599, -1.235, 3.884], [-2.045, -1.546, 4.755], [-3.069, -0.173, 5.207], [0.888, 0.612, 2.741], [0.481, -1.801, 4.605], [1.664, -0.506, 4.857], [-0.063, -0.172, 5.060], [1.457, -1.623, 1.180], [2.661, -1.017, 2.358], [1.569, -2.373, 2.786], [-1.443, -2.397, 0.512], [-3.084, -3.228, 2.912], [-2.205, -4.163, 1.704], [-1.305, -3.355, 3.021], [-3.267, -0.470, 0.464], [-3.544, -2.124, -0.128], [-4.207, -1.640, 1.446]], "forces_ev_per_angstrom": [[0.0, -1.7, -0.6], [-0.3, 1.0, 0.1], [0.8, 1.3, -1.7], [-0.3, 0.3, 0.2], [0.2, 0.2, -0.1], [-0.1, -0.2, 0.1], [-0.3, -0.1, -0.2], [-0.2, 0.0, -0.2], [-0.2, 0.1, -0.1], [0.2, 0.0, 0.0], [0.1, -0.1, 0.2], [0.0, 0.2, -0.2], [0.0, 0.3, 0.4], [-0.2, -0.1, -0.1], [0.3, -0.1, 0.0], [-0.4, -0.2, 0.0], [0.4, 0.6, -0.2], [0.0, -0.1, 0.1], [0.3, 0.0, 0.2], [0.0, -0.2, 0.3], [-0.2, 0.1, -0.2], [0.2, 0.0, 0.0], [0.0, 0.3, 0.0], [-0.3, 0.2, 0.3], [-0.5, -0.1, 0.1], [-0.1, -0.4, -0.1], [0.6, -0.1, 0.2], [0.2, -0.7, 0.3], [-0.1, -0.3, -0.1], [-0.1, 0.1, -0.2], [0.0, 0.3, 0.0], [-0.1, 0.2, -0.3], [0.3, 0.1, -0.1], [0.2, -0.1, 0.3], [-0.1, -0.3, 0.3], [-0.4, -0.2, 0.0], [-0.2, -0.1, -0.2], [0.2, 0.1, 0.2], [-0.4, 0.4, 0.2], [-0.7, 0.8, 0.0], [-0.1, -0.3, 0.2], [-0.2, 0.9, 0.2], [-0.2, -1.0, 0.1], [0.0, -0.3, 0.3], [0.5, 0.0, 0.0], [1.0, -0.3, 0.5], [0.0, -1.0, 0.0], [-0.3, 0.3, -0.4], [0.2, 0.4, -0.2], [-0.1, -0.1, 0.3], [0.0, -0.2, -0.2], [-0.3, -0.4, -0.1], [0.6, 0.2, 0.3], [-0.3, 0.5, -0.3], [0.0, -0.1, -0.2], [-0.2, -0.3, -0.1], [0.1, 0.3, 0.1], [-0.2, 0.0, -0.2], [0.3, -0.1, -0.3], [0.6, 0.1, 0.8], [-0.4, -0.3, -0.1], [0.1, 0.2, -0.4], [-0.4, -0.4, 0.6], [0.4, 0.2, -0.2], [0.1, 0.4, 0.3], [-0.4, 0.0, -0.4], [-0.1, -0.4, 0.1], [0.0, 0.2, 0.4], [0.4, 0.1, -0.1]]}